ORCA calculation (ωB97M-V with the def2-TZVPD basis set) on a cluster of 2 separate species, C6H13NO in total at a distorted geometry.

Computed properties:
Total charge: 0
Energy relative to the best compared isomer or geometry (same formula, charge and spin) (eV): 8.595
Frontier orbital gap (eV): 4.01
LUMO energy (eV): -3.369

Last column: Mulliken charge in e.
CARTESIAN COORDINATES (ANGSTROEM)
H -1.251 -0.821 -1.311  0.331
O 0.522 0.607 -2.845  -0.564
H -1.797 -2.330 0.205  0.367
C -0.726 2.308 0.554  -0.658
H -0.921 3.417 0.563  0.388
H -0.848 -2.970 1.626  0.371
H -0.124 2.037 -0.245  0.273
H -1.738 1.781 0.404  0.182
H 1.937 -1.302 0.529  0.345
C 0.608 -0.029 -1.720  0.062
H -0.235 -3.136 -0.092  0.356
N -0.160 1.943 1.847  -0.432
C 1.199 -0.897 1.231  -1.170
H 1.272 -1.321 2.305  0.309
H -0.939 -0.614 1.098  0.337
C -0.783 -2.536 0.628  -1.441
H 1.615 -0.441 -1.285  0.152
H 0.317 2.832 2.198  0.237
C -0.381 -0.453 -0.831  -0.420
H 1.298 0.216 1.146  0.338
C -0.191 -1.028 0.588  0.638

---

ORCA calculation (ωB97M-V with the def2-TZVPD basis set) on a structure of composition C26H37AsIrN2O19P2S.

Computed properties:
Total charge: -1
Energy relative to the best compared isomer or geometry (same formula, charge and spin) (eV): 0.017
Frontier orbital gap (eV): 7.96
LUMO energy (eV): 2.187

Last column: Mulliken charge in e.
CARTESIAN COORDINATES (ANGSTROEM)
O 2.465 0.791 1.449  -0.584
H 0.212 -3.737 2.587  0.196
H -4.658 -0.356 0.360  0.336
H -2.124 -0.593 -4.240  0.485
O -2.362 -3.334 1.811  -0.280
C 0.986 3.245 5.522  -0.848
O -0.173 2.651 -1.122  -1.162
N -1.975 4.389 -2.363  0.941
H 0.309 -1.010 -4.317  0.251
H 4.598 -2.260 -1.894  0.575
C 3.567 3.163 4.508  -0.857
C 1.882 1.022 -2.726  0.256
O 0.281 2.438 1.860  -0.509
O -1.090 3.792 3.321  -0.752
H -0.190 -4.772 3.958  0.492
H -1.752 -2.825 3.714  0.258
C -1.563 -0.722 -3.313  -0.961
As 2.857 2.373 1.868  1.471
C -1.875 -3.732 3.119  0.969
H 3.411 -4.468 -1.124  0.495
O -2.579 3.821 -1.480  -0.529
C -3.029 1.032 0.523  -0.694
C -0.334 -1.555 -3.624  0.556
H -3.004 -0.276 2.931  0.223
H -1.545 4.585 -4.899  0.616
C -3.715 -0.256 0.898  0.540
H 1.573 1.657 -5.169  0.690
O -0.836 -1.290 2.000  -0.482
O 2.310 3.147 0.465  -0.753
C -0.941 3.644 -3.088  -0.099
C -0.687 -2.909 -4.207  -1.623
H 4.903 2.521 0.975  0.333
O 4.597 2.630 1.885  -0.656
H -1.356 -3.459 -3.540  0.302
O 2.424 0.297 -3.550  -0.727
O 1.709 -1.670 -0.300  -0.056
C 0.024 3.141 -5.188  -0.841
O -0.129 -0.030 -0.755  -0.936
H -2.798 1.059 -0.540  0.091
P -1.711 -2.050 1.108  0.391
O -2.153 5.554 -2.681  -0.634
H 3.476 -2.383 0.255  0.385
H -4.384 -1.373 2.630  0.293
H -2.213 -1.215 -2.586  0.197
H 1.896 3.751 7.390  0.366
H -0.028 3.278 5.900  0.432
O -0.712 4.122 -7.126  -0.671
H -2.658 -4.926 4.721  0.395
H 4.201 3.677 6.484  0.378
H 0.212 -3.503 -4.371  0.342
C -2.945 -4.620 3.714  -1.491
H -2.102 1.131 1.073  -0.334
C 2.063 3.510 6.347  -0.630
H -0.222 -3.543 0.007  0.314
H -4.625 0.382 2.723  0.511
S -0.291 2.598 3.222  1.453
C 0.872 2.230 -4.579  -0.627
Ir 1.082 1.584 0.030  3.515
C 0.857 2.025 -3.213  0.647
H 1.839 -3.988 -1.766  0.208
O 0.901 2.705 -7.263  -0.647
H -3.669 1.884 0.757  0.585
P 0.327 -1.435 -0.958  0.229
C -0.884 3.868 -4.438  -0.622
H -1.301 0.258 -2.926  0.025
C 2.480 2.896 3.676  0.139
C 1.186 2.935 4.183  0.137
C 2.873 -2.455 -0.650  0.643
C 3.356 3.469 5.841  -0.532
H 3.071 -1.940 -2.741  0.175
H -1.196 -2.778 -5.163  0.427
O -0.853 1.409 3.802  -0.637
H 2.027 -4.353 -0.032  0.270
C 3.609 -1.805 -1.803  -1.126
O -2.922 -1.371 0.372  -0.481
H -3.083 -5.514 3.103  0.315
H 4.569 3.134 4.107  0.452
C -0.535 -4.428 2.981  -1.296
C -0.069 2.745 -2.390  0.642
C 2.504 -3.903 -0.904  -1.330
C -0.814 -2.685 -0.316  -0.477
H -1.494 -3.009 -1.104  0.312
N 0.075 3.334 -6.624  1.061
H 3.714 -0.734 -1.634  0.055
O 2.213 0.972 -1.473  -0.594
C -3.945 -0.403 2.391  -1.402
O 0.530 -1.799 -2.477  -0.137
H -0.624 -5.294 2.320  0.290
H -3.895 -4.087 3.771  0.355

---

ORCA calculation (ωB97M-V with the def2-TZVPD basis set) on the molecule C2H2S3 at a distorted geometry.

Computed properties:
Total charge: 0
Energy relative to the best compared isomer or geometry (same formula, charge and spin) (eV): 1.924
Frontier orbital gap (alpha / beta) (eV): 6.94 / 6.94
LUMO energy (alpha / beta) (eV): -1.442 / -1.441

Last column: Mulliken charge in e.
CARTESIAN COORDINATES (ANGSTROEM)
C 0.067 0.095 -0.334  -0.525
S 2.851 0.800 -3.346  -0.170
S 0.259 1.825 -1.045  -0.288
H 0.276 0.314 0.792  0.283
H -0.904 -0.161 -0.451  0.374
S 1.308 -0.915 -1.270  0.028
C 1.993 0.357 -2.152  0.297

---

ORCA calculation (ωB97M-V with the def2-TZVPD basis set) on a cluster of 2 separate species, C3H11N2S in total at a distorted geometry.

Computed properties:
Total charge: +1
<S²>: 2.01
Energy relative to the best compared isomer or geometry (same formula, charge and spin) (eV): 0.496
Frontier orbital gap (alpha / beta) (eV): 9.23 / 6.21
Multiplicity: 3
LUMO energy (alpha / beta) (eV): -3.295 / -8.212

Last column: Löwdin spin population.
CARTESIAN COORDINATES (ANGSTROEM)
N 0.121 -1.392 0.691  0.635
H 0.933 0.572 0.329  0.019
H -2.240 -2.241 -0.016  0.004
C -2.299 -1.209 0.017  0.159
H 1.915 1.906 -0.025  0.008
H 0.119 -1.042 1.674  0.009
H -0.592 -0.836 -1.151  0.019
H 2.303 1.165 1.595  0.001
H -1.287 2.747 0.427  0.017
S -1.317 1.777 -0.582  0.412
N -0.748 0.665 0.339  0.485
C -0.773 -0.679 -0.109  0.132
H 0.457 -2.337 0.413  0.011
H 2.740 0.306 0.207  0.002
C 1.971 0.961 0.564  0.073
H -2.839 -0.700 -0.782  0.011
H -2.421 -0.900 1.072  0.003

---

ORCA calculation (ωB97M-V with the def2-TZVPD basis set) on a structure of composition C12H16Cl3F5MoO at a distorted geometry.

Computed properties:
Total charge: -2
<S²>: 2.06
Frontier orbital gap (alpha / beta) (eV): 4.89 / 4.87
Multiplicity: 3
LUMO energy (alpha / beta) (eV): 5.142 / 5.132

Last column: Löwdin spin population.
CARTESIAN COORDINATES (ANGSTROEM)
H -0.249 -3.525 -1.443  0.001
H 2.872 -1.270 -1.330  0.000
H -1.943 2.506 -2.082  0.000
Cl 0.039 -1.935 1.085  0.063
C 0.799 -0.980 -1.767  0.024
H -3.365 0.600 -1.980  0.000
H 3.165 3.992 0.423  0.000
F 2.257 0.640 4.050  -0.004
C -0.575 -1.435 -1.821  0.010
H -1.933 -2.973 -1.164  0.000
O 2.590 3.536 -0.253  0.006
C 1.208 0.522 3.190  -0.006
Cl 0.026 2.282 0.439  0.117
H 2.337 1.260 -3.222  0.003
H -3.118 -0.544 -3.307  0.000
H 2.247 -2.242 -2.678  0.001
C -1.416 -0.301 -2.036  0.008
H -1.321 -3.165 -2.818  0.000
F 0.431 -0.512 3.615  0.002
C -0.571 0.851 -2.193  0.014
C -2.896 -0.353 -2.251  0.001
H 1.911 2.288 -1.835  0.000
Cl -2.513 0.126 0.768  0.095
C 2.010 -1.846 -1.681  0.008
C 2.036 1.254 -2.167  0.010
F 2.545 -0.854 1.771  -0.016
H -0.248 2.947 -2.487  0.001
C 0.805 0.435 -2.010  0.033
H -1.295 2.157 -3.699  0.001
Mo -0.268 0.064 -0.098  1.729
F 0.480 1.668 3.256  0.002
C -1.041 -2.853 -1.799  0.003
C 1.791 0.268 1.749  -0.091
F 2.589 1.292 1.399  -0.018
H 2.858 0.833 -1.579  0.001
H 1.854 -2.696 -1.004  0.001
H -3.348 -1.167 -1.671  0.000
C -1.038 2.199 -2.630  0.004

---

ORCA calculation (ωB97M-V with the def2-TZVPD basis set) on a cluster of 2 separate species, C2H3IOS in total at a distorted geometry.

Computed properties:
Total charge: 0
Energy relative to the best compared isomer or geometry (same formula, charge and spin) (eV): 5.135
Frontier orbital gap (alpha / beta) (eV): 6.23 / 6.23
LUMO energy (alpha / beta) (eV): -1.896 / -1.896

Last column: Mulliken charge in e.
CARTESIAN COORDINATES (ANGSTROEM)
C -1.317 0.129 -0.049  -0.365
O -0.553 -0.930 -0.406  -0.501
H -2.284 -0.258 0.602  0.174
S 2.552 -1.732 0.102  -0.067
H -1.779 0.642 -0.928  0.195
H -0.736 0.873 0.577  0.118
C 1.876 -0.357 -0.044  0.126
I 2.241 1.632 0.145  0.321